Entry 1:
Entry from the OMol25 dataset: a cluster of 3 separate species, C15H17BrIN2O4S in total in a non-equilibrium geometry (wB97M-V/def2-TZVPD).

Output
E_tot   -115966.00997 eV
LUMO   -5.6 eV
Charge   +1

Geometry (Å):
C: 2.5048 -2.8923 5.3556
C: 1.7927 -1.4933 5.2655
I: 2.0513 -0.4418 7.1475
C: 0.3105 -1.5813 4.8350
S: -0.8224 -2.0819 6.2099
Br: -2.1560 -3.6684 5.3703
H: 2.5281 -3.3915 4.3683
H: 3.5151 -2.6994 5.7434
H: 1.9135 -3.5507 6.0233
H: 2.3059 -0.8913 4.4908
H: 0.1366 -2.2037 3.9398
H: -0.0083 -0.5626 4.5439
H: -0.0708 -2.7515 7.1649
C: -1.7980 -1.7553 -2.0729
C: -0.4719 -1.3861 -2.2696
C: 0.3141 -1.0217 -1.1871
C: -0.2396 -1.0358 0.0873
C: -1.5660 -1.3964 0.2944
C: -2.3455 -1.7565 -0.7939
N: 0.5927 -0.6762 1.2297
O: 1.7340 -0.3489 1.0213
O: 0.0958 -0.7284 2.3502
H: -2.4077 -2.0442 -2.9202
H: -0.0534 -1.3875 -3.2593
H: 1.3447 -0.7357 -1.3479
H: -1.9975 -1.4020 1.2856
H: -3.3791 -2.0416 -0.6468
C: -1.2819 4.8802 -4.3168
C: 0.0468 4.9306 -4.7216
C: 0.7906 3.7632 -4.8119
C: 0.1892 2.5520 -4.4977
C: -1.1351 2.4903 -4.0854
C: -1.8708 3.6629 -3.9953
N: 0.9619 1.3178 -4.6148
O: 2.1177 1.4040 -4.9570
O: 0.3985 0.2678 -4.3630
H: -1.8611 5.7931 -4.2529
H: 0.5019 5.8802 -4.9699
H: 1.8235 3.8095 -5.1277
H: -1.6003 1.5463 -3.8369
H: -2.9047 3.6283 -3.6781

Entry 2:
Entry from the OMol25 dataset: a cluster of 7 separate species, C39H68F3NO10 in total (wB97M-V/def2-TZVPD).

Output
E_tot   -71661.29365 eV
Structure (SMILES)   CC1=C(C[C@H](O)CN)C(=O)C(CCC(F)(F)F)=C(CCO)C1=O.C1CCOC1.C1CCOC1.C1CCOC1.C1CCOC1.C1CCOC1.C1CCOC1
LUMO   -0.4 eV

Geometry (Å):
C: -1.2067 -3.8154 2.6046
C: -0.0299 -3.4590 1.7468
C: 0.0907 -3.6891 0.4408
C: -0.9556 -4.2865 -0.4426
C: -1.2424 -3.3997 -1.6626
O: -1.1335 -2.0082 -1.3615
C: -2.5824 -3.7544 -2.2969
N: -3.7093 -3.4753 -1.3966
C: 1.3678 -3.3110 -0.2215
O: 1.7429 -3.8882 -1.2182
C: 2.1691 -2.1890 0.3555
C: 3.0440 -1.4740 -0.6294
C: 2.2420 -0.6919 -1.6796
C: 1.7695 0.6444 -1.1785
F: 1.2154 0.5820 0.0538
F: 2.7974 1.5310 -1.0896
F: 0.8515 1.1957 -1.9964
C: 2.0482 -1.9465 1.6610
C: 2.7724 -0.8967 2.4507
C: 1.8594 -0.0128 3.3198
O: 2.4109 0.2878 4.5855
C: 1.1530 -2.8597 2.4417
O: 1.3815 -3.0932 3.6038
H: -0.9527 -3.6687 3.6539
H: -1.5014 -4.8591 2.4730
H: -2.0733 -3.1898 2.3677
H: -0.6116 -5.2489 -0.8350
H: -1.8685 -4.4664 0.1323
H: -0.4584 -3.5651 -2.4052
H: -1.6377 -1.7966 -0.5647
H: -2.6695 -3.2153 -3.2450
H: -2.5620 -4.8266 -2.5289
H: -4.4225 -2.9566 -1.8992
H: -3.4093 -2.8388 -0.6633
H: 3.7406 -0.8032 -0.1239
H: 3.6403 -2.2232 -1.1538
H: 1.3628 -1.2461 -2.0167
H: 2.8603 -0.4944 -2.5579
H: 3.5059 -1.3916 3.0989
H: 3.3282 -0.2585 1.7631
H: 1.6497 0.9156 2.7764
H: 0.9012 -0.5073 3.5027
H: 3.3347 0.0185 4.6378
C: -8.0524 -0.6904 -1.7750
C: -7.4133 0.6361 -2.1810
C: -5.9398 0.3592 -1.9170
O: -5.7477 -1.0406 -2.1304
C: -7.0140 -1.6959 -2.2535
H: -9.0339 -0.8564 -2.2166
H: -8.1536 -0.7380 -0.6882
H: -7.5776 0.8265 -3.2441
H: -7.7847 1.4860 -1.6130
H: -5.6712 0.5879 -0.8827
H: -5.2698 0.9181 -2.5721
H: -7.1764 -1.9746 -3.2998
H: -6.9901 -2.6069 -1.6526
C: 4.0593 2.3462 -6.2082
C: 4.7982 2.5705 -4.8898
C: 4.2983 1.3932 -4.0645
O: 4.0672 0.3255 -4.9872
C: 4.0998 0.8273 -6.3240
H: 4.5272 2.8426 -7.0575
H: 3.0270 2.6941 -6.1315
H: 5.8757 2.5106 -5.0435
H: 4.5822 3.5307 -4.4239
H: 3.3610 1.6405 -3.5565
H: 5.0192 1.0540 -3.3178
H: 5.0225 0.4944 -6.8120
H: 3.2520 0.4121 -6.8707
C: 10.1163 3.6346 -3.9340
C: 9.8392 5.1356 -3.8652
C: 8.6626 5.2710 -4.8240
O: 7.9347 4.0458 -4.7339
C: 8.7042 3.0707 -4.0293
H: 10.6624 3.2510 -3.0734
H: 10.6835 3.3946 -4.8354
H: 9.5408 5.4196 -2.8541
H: 10.6893 5.7508 -4.1567
H: 9.0064 5.4115 -5.8543
H: 7.9918 6.0925 -4.5695
H: 8.2712 2.9189 -3.0345
H: 8.6530 2.1269 -4.5744
C: 5.2377 -2.5909 7.5870
C: 4.4641 -1.6765 8.5363
C: 4.4191 -0.3760 7.7435
O: 4.3980 -0.7566 6.3682
C: 4.6940 -2.1484 6.2346
H: 5.0750 -3.6512 7.7746
H: 6.3089 -2.3899 7.6533
H: 3.4543 -2.0615 8.6894
H: 4.9369 -1.5557 9.5101
H: 5.3064 0.2370 7.9346
H: 3.5319 0.2240 7.9476
H: 3.7759 -2.6870 5.9780
H: 5.4096 -2.2753 5.4204
C: -6.0005 -1.4313 2.3783
C: -5.3370 -0.1003 2.0258
C: -3.8656 -0.4099 2.2630
O: -3.7019 -1.7977 1.9558
C: -4.9844 -2.4264 1.8314
H: -6.9854 -1.5572 1.9303
H: -6.0999 -1.5343 3.4606
H: -5.5073 0.1282 0.9751
H: -5.6953 0.7401 2.6195
H: -3.5826 -0.2344 3.3058
H: -3.1968 0.1672 1.6224
H: -5.1685 -2.6452 0.7749
H: -4.9653 -3.3685 2.3802
C: -6.9891 4.7911 0.5826
C: -8.1335 4.7926 1.5942
C: -9.0466 3.7158 1.0231
O: -8.1918 2.7639 0.3828
C: -6.8751 3.3088 0.2550
H: -6.0596 5.2051 0.9701
H: -7.2705 5.3557 -0.3085
H: -7.7683 4.4971 2.5797
H: -8.6324 5.7559 1.6894
H: -9.7410 4.1299 0.2849
H: -9.6257 3.1971 1.7880
H: -6.2145 2.7953 0.9623
H: -6.5061 3.1254 -0.7551

Entry 3:
Entry from the OMol25 dataset: a structure of composition C21H37Br2ClF10O2S in a non-equilibrium geometry (wB97M-V/def2-TZVPD).

Output
E_tot   -217088.72690 eV
LUMO   0.3 eV
Energy relative to the best compared isomer or geometry (same formula, charge and spin)   0.0 kJ/mol

Geometry (Å):
C: 8.7795 -0.0701 -0.8295
C: 7.8349 1.0930 -0.5628
Br: 8.9975 2.5633 0.0613
C: 6.7828 0.7353 0.5217
Br: 6.5371 2.2049 1.7937
C: 5.3934 0.4685 -0.1384
F: 4.8508 1.6398 -0.4947
C: 4.5270 -0.3125 0.8234
C: 3.1567 -0.7536 0.3306
C: 2.1973 0.2901 -0.2028
F: 2.6421 0.7687 -1.3818
F: 1.0346 -0.3633 -0.4863
C: 1.7894 1.4003 0.8017
F: 2.8189 1.7685 1.5968
F: 0.8597 0.8453 1.6167
S: 1.0447 2.9786 0.0176
F: 1.5968 3.8732 1.2028
F: -0.3073 2.8134 0.8217
F: 0.4401 2.1349 -1.1580
F: 2.3848 3.2102 -0.7671
F: 0.4533 4.2715 -0.6527
O: 5.6623 -0.3771 -1.2691
C: 5.3216 0.0512 -2.4989
O: 5.7020 1.0356 -3.0699
Cl: 4.2819 -1.1184 -3.3156
H: 9.6607 0.3311 -1.3044
H: 8.3217 -0.8254 -1.4555
H: 9.1138 -0.4728 0.1176
H: 7.3914 1.4740 -1.4675
H: 7.0948 -0.1203 1.0966
H: 4.4861 0.2397 1.7494
H: 5.0912 -1.2070 1.0575
H: 3.2647 -1.4787 -0.4667
H: 2.6500 -1.2787 1.1309
C: -1.7197 -0.0661 -2.4986
C: -1.9813 -1.0702 -1.3800
C: -1.9212 -2.5254 -1.8370
C: -2.9660 -2.9116 -2.8842
C: -4.4136 -2.6651 -2.4626
C: -4.8378 -3.4767 -1.2414
H: -2.4679 -0.1382 -3.2895
H: -1.7480 0.9542 -2.1133
H: -0.7359 -0.2290 -2.9443
H: -2.9506 -0.8605 -0.9195
H: -1.2364 -0.9230 -0.5975
H: -2.0241 -3.1743 -0.9622
H: -0.9258 -2.7302 -2.2450
H: -2.8406 -3.9718 -3.1259
H: -2.7714 -2.3687 -3.8133
H: -5.0673 -2.9238 -3.2996
H: -4.5767 -1.6014 -2.2684
H: -4.7233 -4.5467 -1.4262
H: -5.8837 -3.2872 -0.9960
H: -4.2461 -3.2194 -0.3612
C: -5.3687 0.1387 4.6115
C: -5.6883 1.0844 3.4569
C: -5.7122 0.3939 2.0946
C: -4.3834 -0.2295 1.6656
C: -3.2045 0.7408 1.6111
C: -3.3875 1.8669 0.5973
H: -4.3773 -0.3044 4.5073
H: -5.3907 0.6712 5.5632
H: -6.0989 -0.6714 4.6632
H: -4.9707 1.9091 3.4501
H: -6.6683 1.5354 3.6328
H: -6.0382 1.1142 1.3392
H: -6.4753 -0.3908 2.1076
H: -4.5174 -0.6827 0.6777
H: -4.1322 -1.0537 2.3400
H: -2.3047 0.1779 1.3475
H: -3.0162 1.1667 2.6008
H: -3.5333 1.4634 -0.4080
H: -2.5151 2.5104 0.5788
H: -4.2477 2.4938 0.8388

Entry 4:
Entry from the OMol25 dataset: an isolated molecule of C3H11NOSi in a non-equilibrium geometry (wB97M-V/def2-TZVPD).

Output
E_tot   -14704.30224 eV
Structure (SMILES)   CCCN[SiH2]O
LUMO   0.8 eV
Energy relative to the best compared isomer or geometry (same formula, charge and spin)   47.8 kJ/mol

Geometry (Å):
C: 0.4554 0.2232 -1.9631
C: -0.6381 -0.8431 -1.3618
C: -0.3857 -1.0456 0.2641
N: -1.0440 0.0046 1.1293
Si: 0.1208 1.1987 1.8015
O: 1.7473 0.5892 2.0666
H: 0.2238 1.2935 -1.4902
H: 1.5500 -0.0772 -1.6500
H: 0.3713 0.2705 -3.1503
H: -0.3982 -1.9079 -1.8445
H: -1.7488 -0.6079 -1.6458
H: -0.9138 -2.0823 0.5305
H: 0.7564 -1.2100 0.4570
H: -1.6500 0.5624 0.4575
H: -0.4037 1.5763 3.1392
H: 0.1922 2.4646 1.0447
H: 1.7651 -0.4090 2.2153

Number 1: Kohn-Sham gap 6.101 eV. Number 2: Kohn-Sham gap 8.711 eV. Number 3: Kohn-Sham gap 9.861 eV. Number 4: Kohn-Sham gap 10.232 eV.